Entry 1:
A molecular structure, C43H47F2N10O8RuSSi2 in a non-equilibrium geometry. Source: OMol25; level of theory: ωB97M-V/def2-TZVPD.

Element x y z (Å)
Ru (0.921, 0.700, 1.117)
F (5.945, -0.410, 2.758)
C (4.968, 0.507, 2.601)
C (3.747, 0.107, 2.109)
C (2.727, 1.043, 1.945)
C (2.979, 2.386, 2.325)
C (4.246, 2.730, 2.787)
F (4.541, 4.017, 3.107)
C (5.261, 1.817, 2.940)
C (1.850, 3.297, 2.187)
C (1.805, 4.629, 2.623)
C (0.652, 5.366, 2.460)
C (-0.454, 4.772, 1.862)
C (-0.352, 3.457, 1.470)
N (0.759, 2.724, 1.627)
H (3.626, -0.936, 1.854)
H (6.235, 2.113, 3.301)
H (2.672, 5.065, 3.088)
H (0.616, 6.397, 2.791)
H (-1.379, 5.309, 1.705)
H (-1.192, 2.954, 1.012)
S (2.180, 2.097, -1.130)
C (2.417, 1.128, -2.479)
N (1.831, 1.309, -3.684)
C (2.079, 0.194, -4.593)
C (3.056, -0.686, -3.783)
N (3.244, 0.075, -2.550)
H (1.004, 1.876, -3.734)
H (2.524, 0.548, -5.524)
H (1.156, -0.337, -4.824)
H (4.008, -0.819, -4.296)
H (2.642, -1.668, -3.556)
H (3.465, -0.428, -1.700)
C (-3.985, 1.714, 0.787)
Si (-2.932, 0.903, -0.539)
C (-4.119, 0.358, -1.897)
C (-2.021, -0.581, 0.134)
C (-1.708, 2.102, -1.257)
Si (-1.997, 3.657, -2.204)
C (-3.499, 4.574, -1.537)
C (-0.528, 4.816, -2.147)
C (-2.331, 3.275, -4.020)
H (-4.728, 1.005, 1.162)
H (-4.518, 2.576, 0.378)
H (-3.378, 2.046, 1.631)
H (-4.981, -0.161, -1.470)
H (-3.632, -0.318, -2.604)
H (-4.494, 1.220, -2.456)
H (-1.867, -1.328, -0.649)
H (-2.541, -1.047, 0.974)
H (-1.042, -0.293, 0.515)
H (-0.656, 1.849, -1.094)
H (-3.430, 4.703, -0.454)
H (-4.427, 4.037, -1.749)
H (-3.572, 5.566, -1.990)
H (-0.284, 5.110, -1.123)
H (-0.740, 5.722, -2.720)
H (0.365, 4.343, -2.561)
H (-3.079, 2.488, -4.140)
H (-1.419, 2.945, -4.522)
H (-2.692, 4.168, -4.537)
C (-2.307, -0.391, -4.389)
C (-1.612, 0.194, -3.344)
N (-0.731, -0.475, -2.597)
C (-0.560, -1.770, -2.833)
C (-1.269, -2.491, -3.815)
C (-2.121, -1.741, -4.630)
C (-1.080, -3.910, -4.074)
C (-0.694, -4.909, -3.218)
C (-0.639, -4.909, -1.814)
C (-1.283, -3.956, -0.962)
C (-0.954, -3.926, 0.339)
N (-0.027, -4.810, 0.848)
C (0.318, -5.868, 0.046)
N (0.026, -5.968, -1.204)
H (-2.979, 0.199, -4.999)
H (-1.755, 1.241, -3.093)
H (0.199, -2.266, -2.235)
H (-2.644, -2.230, -5.445)
H (-1.234, -4.204, -5.108)
H (-0.409, -5.856, -3.666)
H (-2.043, -3.291, -1.351)
H (-1.383, -3.234, 1.053)
H (0.844, -6.683, 0.527)
O (-1.304, 1.090, 2.599)
N (-1.389, 1.011, 3.882)
C (-0.917, 2.014, 4.658)
C (-1.024, 1.963, 6.029)
C (-1.607, 0.861, 6.638)
C (-2.046, -0.172, 5.828)
C (-1.927, -0.082, 4.458)
H (-0.460, 2.831, 4.122)
H (-0.642, 2.792, 6.608)
H (-1.697, 0.804, 7.713)
H (-2.473, -1.073, 6.244)
H (-2.201, -0.870, 3.778)
O (3.634, -6.561, 2.691)
N (2.493, -6.119, 2.735)
O (1.596, -6.637, 3.396)
C (2.167, -4.959, 1.976)
C (3.049, -4.434, 1.094)
C (2.723, -3.268, 0.372)
C (1.726, -2.348, 0.887)
O (1.560, -1.205, 0.416)
C (0.957, -2.901, 1.973)
C (0.789, -4.378, 2.037)
N (0.305, -2.123, 2.885)
O (0.603, -0.907, 3.027)
O (-0.597, -2.624, 3.596)
N (3.521, -2.968, -0.758)
O (3.206, -2.012, -1.475)
O (4.494, -3.673, -1.013)
H (3.996, -4.920, 0.907)
H (0.254, -4.661, 2.936)

**Spin multiplicity**: 5
**HOMO-LUMO gap (alpha / beta)**: 5.80 / 6.68 eV
**LUMO (alpha / beta)**: 2.11 / 1.48 eV
**Charge**: -1
**Expectation value of S²**: 6.0576

Löwdin atomic charge list, values in e, 6 entries: Ru 1.09; F 0.06; C -0.27; C -0.01; C -0.19; C -0.15

***

Entry 2:
A molecular structure, C43H48AuNO2P2Te2. Source: OMol25; level of theory: ωB97M-V/def2-TZVPD.

Element x y z (Å)
Au (-1.296, -0.662, 0.845)
C (-3.139, 3.052, -1.103)
P (-2.700, 2.779, 0.636)
C (-3.033, 4.395, 1.415)
C (-4.108, 1.814, 1.346)
C (-4.489, 0.439, 0.792)
P (-3.462, -0.990, 1.268)
C (-3.811, -1.276, 3.018)
C (-4.190, -2.390, 0.394)
H (-4.119, 3.529, -1.166)
H (-3.159, 2.114, -1.660)
H (-2.394, 3.705, -1.556)
H (-4.064, 4.708, 1.242)
H (-2.371, 5.146, 0.986)
H (-2.865, 4.344, 2.492)
H (-4.957, 2.484, 1.177)
H (-3.963, 1.781, 2.429)
H (-4.546, 0.456, -0.300)
H (-5.499, 0.207, 1.145)
H (-4.883, -1.411, 3.173)
H (-3.457, -0.445, 3.627)
H (-3.292, -2.180, 3.337)
H (-5.242, -2.495, 0.663)
H (-3.651, -3.301, 0.665)
H (-4.103, -2.241, -0.683)
C (5.662, -2.550, 0.386)
C (4.347, -1.827, 0.459)
C (4.264, -0.489, 0.753)
C (3.022, 0.190, 0.847)
C (2.999, 1.551, 1.288)
O (2.003, 2.000, 1.984)
C (4.089, 2.486, 1.042)
C (4.867, 2.391, -0.119)
C (5.857, 3.326, -0.364)
C (6.092, 4.339, 0.556)
C (5.327, 4.439, 1.713)
C (4.318, 3.527, 1.952)
C (1.820, -0.527, 0.598)
O (0.659, 0.088, 0.561)
C (1.909, -1.897, 0.275)
C (3.141, -2.511, 0.217)
C (0.619, -2.592, -0.026)
N (-0.083, -3.244, 0.813)
C (0.441, -3.566, 2.129)
C (0.033, -4.957, 2.570)
Te (-1.940, -5.601, 2.088)
C (-1.717, -5.754, -0.005)
C (-2.878, -5.758, -0.774)
C (-2.809, -5.858, -2.156)
C (-1.578, -5.943, -2.788)
C (-0.420, -5.955, -2.023)
C (-0.488, -5.870, -0.640)
C (0.054, -2.363, -1.388)
C (0.809, -1.761, -2.393)
C (0.276, -1.590, -3.663)
C (-1.014, -2.017, -3.939)
C (-1.770, -2.626, -2.944)
C (-1.240, -2.800, -1.678)
H (6.436, -2.020, 0.938)
H (5.995, -2.646, -0.648)
H (5.583, -3.555, 0.799)
H (5.167, 0.058, 0.992)
H (4.667, 1.609, -0.840)
H (6.445, 3.266, -1.268)
H (6.879, 5.059, 0.371)
H (5.526, 5.227, 2.427)
H (3.726, 3.586, 2.855)
H (3.179, -3.568, -0.026)
H (0.053, -2.838, 2.850)
H (1.534, -3.496, 2.165)
H (0.040, -5.024, 3.658)
H (0.733, -5.711, 2.212)
H (-3.851, -5.691, -0.298)
H (-3.721, -5.871, -2.739)
H (-1.521, -6.019, -3.866)
H (0.545, -6.053, -2.507)
H (0.430, -5.909, -0.066)
H (1.820, -1.433, -2.191)
H (0.875, -1.137, -4.442)
H (-1.423, -1.894, -4.933)
H (-2.764, -2.989, -3.170)
H (-1.788, -3.330, -0.910)
C (0.356, 4.493, 1.474)
Te (0.016, 2.385, 1.417)
C (0.427, 2.627, -0.646)
C (0.165, 4.071, -0.971)
C (-0.039, 4.492, -2.280)
C (-0.287, 5.831, -2.546)
C (-0.336, 6.749, -1.506)
C (-0.132, 6.334, -0.199)
C (0.123, 4.994, 0.073)
H (1.400, 4.570, 1.789)
H (-0.266, 4.971, 2.229)
H (-0.184, 1.911, -1.193)
H (1.473, 2.331, -0.760)
H (-0.006, 3.775, -3.092)
H (-0.446, 6.157, -3.565)
H (-0.535, 7.792, -1.714)
H (-0.170, 7.052, 0.611)

**Spin multiplicity**: 1
**HOMO-LUMO gap**: 5.21 eV
**LUMO**: -6.26 eV
**Charge**: +2

Löwdin atomic charge list, values in e, 6 entries: Au 0.75; C -0.21; P 0.79; C -0.24; C -0.38; C -0.39

***

Record-wise energy relative to the best compared isomer or geometry (same formula, charge and spin) values, in kcal/mol: 33.6 0.0
Record-wise electronic energy values, in eV: -111233.6081 -87798.4281